No. 1
{"formula": "C4H6O", "method": "ωB97M-V/def2-TZVPD", "homo_ev": -9.73, "lumo_energy_ev": 1.20, "smiles": "C=C[C@H]1CO1", "homo_lumo_gap_ev": 10.9, "elements": ["C", "C", "C", "C", "H", "H", "H", "H", "H", "H", "O"], "xyz": [[1.002457, -0.096848, 1.519244], [-0.021408, -0.726599, 0.973746], [-0.409539, -0.494267, -0.457442], [-0.915035, 0.813111, -0.866850], [1.629546, 0.561331, 0.973392], [1.176540, -0.185646, 2.587567], [-0.654030, -1.384758, 1.570803], [-0.779805, -1.358416, -1.007519], [-0.981496, 1.553580, -0.078371], [-1.589879, 0.884410, -1.739279], [0.407534, 0.369640, -1.164848]], "forces_ev_per_a": [[-0.412, -0.324, 1.055], [-0.406, 0.052, -0.477], [-0.444, -1.194, 0.955], [-0.423, 0.060, -0.408], [0.424, 0.448, -0.522], [0.167, -0.123, -0.151], [0.094, 0.114, -0.194], [0.146, -0.022, 0.005], [-0.042, 0.216, -0.206], [0.411, 0.087, 0.604], [0.485, 0.687, -0.662]], "mulliken_charge": [-0.70, -0.36, 0.11, -0.38, 0.29, 0.26, 0.30, 0.37, 0.27, 0.26, -0.42]}



No. 2
{"formula": "C4H6O", "method": "ωB97M-V/def2-TZVPD", "homo_ev": -9.07, "lumo_energy_ev": 1.13, "smiles": "C1=CCOC1", "homo_lumo_gap_ev": 10.2, "elements": ["C", "C", "C", "C", "H", "H", "H", "H", "H", "H", "O"], "xyz": [[-1.181166, -0.482497, 0.003046], [1.146694, -0.550027, -0.000361], [0.691393, 0.885575, -0.000677], [-0.634942, 0.919686, -0.008079], [-1.817491, -0.695126, -0.868263], [-1.777953, -0.694226, 0.901212], [1.732590, -0.795251, 0.895865], [1.762534, -0.795298, -0.881030], [1.377084, 1.724348, -0.006407], [-1.260461, 1.810368, -0.020529], [-0.038287, -1.327556, -0.014782]], "forces_ev_per_a": [[-0.211, 0.119, -0.007], [0.385, 0.144, -0.016], [-0.244, -0.262, -0.076], [0.107, 0.144, 0.019], [0.113, 0.036, 0.075], [0.047, 0.069, -0.061], [-0.001, 0.025, -0.077], [-0.113, 0.061, 0.166], [-0.125, -0.064, 0.007], [0.145, -0.247, 0.023], [-0.104, -0.026, -0.052]], "mulliken_charge": [-0.37, -0.37, -0.30, -0.29, 0.23, 0.23, 0.23, 0.23, 0.38, 0.38, -0.35]}



No. 3
{"formula": "C4H6O", "method": "ωB97M-V/def2-TZVPD", "homo_ev": -9.63, "lumo_energy_ev": 0.35, "smiles": "C=CC(C)=O", "homo_lumo_gap_ev": 10.0, "elements": ["C", "C", "C", "C", "H", "H", "H", "H", "H", "H", "O"], "xyz": [[1.802918, -0.175580, 0.125179], [0.392661, 0.413313, -0.273223], [-0.889578, -0.458831, -0.271334], [-1.998834, 0.223283, 0.140677], [2.231810, 0.481517, 0.988594], [2.425811, -0.275297, -0.820533], [1.581133, -1.289355, 0.441901], [-0.822107, -1.613184, -0.760858], [-1.990489, 1.403076, 0.425408], [-2.930337, -0.351999, 0.224228], [0.197015, 1.643062, -0.220041]], "forces_ev_per_a": [[-1.257, -1.300, -0.240], [-0.563, 2.172, 2.028], [0.291, -0.583, -1.448], [0.663, 0.338, 0.022], [-0.596, -1.346, -1.896], [-0.392, 0.498, 1.383], [0.715, 2.212, -0.232], [-0.490, 3.367, 1.883], [0.204, -3.374, -0.707], [0.225, 0.557, -0.076], [1.200, -2.540, -0.717]], "mulliken_charge": [-0.81, 0.65, -0.25, -0.54, 0.27, 0.26, 0.25, 0.22, 0.21, 0.28, -0.54]}



No. 4
{"formula": "C4H6O", "method": "ωB97M-V/def2-TZVPD", "homo_ev": -8.53, "lumo_energy_ev": 0.76, "homo_lumo_gap_ev": 9.3, "elements": ["C", "C", "C", "O", "C", "H", "H", "H", "H", "H", "H"], "xyz": [[-0.844531, 0.887076, -0.359943], [-0.773495, -0.442167, 0.340783], [1.911757, -1.041009, -0.659285], [1.525433, 0.195641, -0.533415], [0.412583, 0.486101, 0.305258], [-1.407975, 1.692539, 0.085469], [-0.846363, 0.855262, -1.444610], [-1.261421, -0.566723, 1.302953], [-0.822373, -1.336076, -0.281090], [1.370300, -1.633315, 0.138180], [0.734410, 0.976224, 1.215541]], "forces_ev_per_a": [[-0.195, 0.332, -0.083], [-0.007, -0.106, 0.181], [0.575, 0.095, 0.299], [-0.213, -0.869, -0.371], [-0.316, -0.099, 0.400], [-0.091, 0.062, -0.064], [0.014, 0.034, 0.140], [0.041, 0.088, -0.160], [0.282, 0.296, 0.141], [0.015, 0.156, -0.437], [-0.105, 0.011, -0.047]], "mulliken_charge": [-0.53, -0.65, -0.27, -0.17, 0.03, 0.25, 0.25, 0.22, 0.34, 0.18, 0.35]}



No. 5
{"formula": "C4H6O", "method": "ωB97M-V/def2-TZVPD", "homo_ev": -10.06, "lumo_energy_ev": 1.00, "smiles": "C#CCCO", "homo_lumo_gap_ev": 11.1, "elements": ["O", "C", "C", "C", "C", "H", "H", "H", "H", "H", "H"], "xyz": [[0.226575, 1.043616, -1.312310], [-0.202783, -0.289316, -1.207662], [0.057315, -0.937347, 0.182914], [0.147706, 0.093332, 1.216899], [0.261065, 1.040505, 1.952780], [-0.212281, 1.545015, -0.609820], [-1.270506, -0.377846, -1.453196], [0.360812, -0.841393, -1.962914], [-0.749538, -1.642633, 0.415591], [0.990655, -1.511292, 0.176170], [0.390979, 1.877357, 2.601549]], "forces_ev_per_a": [[-0.094, 0.147, 0.055], [-0.084, -0.311, -0.135], [0.048, -0.006, 0.043], [0.005, 0.450, 0.322], [-0.065, -0.391, -0.253], [0.215, -0.035, -0.109], [0.117, 0.039, 0.072], [-0.136, 0.004, 0.059], [0.148, 0.115, -0.023], [-0.097, 0.144, -0.009], [-0.057, -0.157, -0.022]], "mulliken_charge": [-0.49, -0.44, -0.44, -0.49, 0.14, 0.29, 0.26, 0.28, 0.29, 0.24, 0.38]}



No. 6
{"formula": "C4H6O2", "method": "ωB97M-V/def2-TZVPD", "homo_ev": -9.88, "lumo_energy_ev": 1.04, "smiles": "C1OC[C@H]2O[C@@H]12", "homo_lumo_gap_ev": 10.9, "elements": ["C", "O", "C", "C", "O", "C", "H", "H", "H", "H", "H", "H"], "xyz": [[-1.287336, -0.270056, -0.032921], [-0.828198, 0.802285, -0.838014], [0.546981, 1.056697, -0.583026], [1.095827, -0.201949, 0.070216], [0.713866, -0.120780, 1.445089], [-0.069486, -0.921537, 0.573883], [-1.994588, 0.091402, 0.721270], [-1.792336, -0.995229, -0.681220], [1.017228, 1.373715, -1.511423], [0.645240, 1.868900, 0.153139], [2.035047, -0.709259, -0.157734], [-0.082246, -1.974194, 0.840745]], "forces_ev_per_a": [[-0.143, -0.205, 0.183], [-0.053, 0.123, -0.035], [0.330, 0.060, -0.099], [0.127, 0.206, 0.036], [-0.029, -0.152, 0.457], [-0.208, -0.225, -0.127], [0.062, 0.002, 0.001], [-0.039, 0.056, 0.119], [0.057, -0.215, -0.112], [0.044, -0.096, -0.185], [-0.169, 0.420, 0.027], [0.022, 0.025, -0.266]], "mulliken_charge": [-0.47, -0.38, -0.55, 0.00, -0.44, -0.12, 0.24, 0.29, 0.31, 0.23, 0.43, 0.45]}



Calculated ΔE to the lowest compared entry with this formula, charge and spin in order - 29.3; 8.3; 35.3; 83.1; 33.2; 49.8 kcal/mol